DFT (ωB97M-V/def2-TZVPD) results for C58H33N8O13Sn as an isolated structure.

```
! wB97M-V def2-TZVPD RIJCOSX def2/J DEFGRID3
* xyz -1 1
Sn 0.4635 0.3833 0.2721
C -1.9679 1.3276 -6.9061
C -0.9502 2.2475 -6.7056
C -0.2863 2.3005 -5.4881
C -0.6364 1.4306 -4.4620
C -1.6828 0.5285 -4.6575
C -2.3392 0.4747 -5.8757
C 0.0796 1.3966 -3.1581
C 0.8696 0.2753 -2.9118
C 1.0783 -0.7899 -3.8554
C 1.8884 -1.6937 -3.2556
C 2.1764 -1.1852 -1.9419
N 1.5700 0.0267 -1.7672
C 3.0223 -1.7957 -1.0205
C 3.2594 -1.3355 0.2697
C 4.1284 -1.9794 1.2218
C 4.1003 -1.2287 2.3452
C 3.1897 -0.1401 2.0990
C 2.8708 0.8478 3.0187
C 3.6259 0.8982 4.3000
C 4.5180 1.9490 4.5051
C 5.2414 2.0384 5.6838
C 5.0664 1.0871 6.6787
C 4.1775 0.0410 6.4826
C 3.4656 -0.0601 5.2964
C 1.8819 1.8109 2.8370
N 1.2833 2.1363 1.6559
C 0.3476 3.0916 1.9552
C -0.4794 3.7129 1.0322
C -1.4510 4.7047 1.5666
C -1.0556 5.9733 1.9783
C -1.9645 6.8317 2.5786
C -3.2754 6.4271 2.7848
C -3.6785 5.1673 2.3663
C -2.7749 4.3137 1.7531
C -0.5110 3.4122 -0.3259
C -1.2549 4.1463 -1.3090
C -1.0505 3.5268 -2.4950
C -0.2110 2.3909 -2.2319
N 0.1543 2.3774 -0.9169
C 0.3674 3.3785 3.3637
C 1.3311 2.6003 3.9078
N 2.7072 -0.2169 0.8237
C 3.7129 -3.0491 -1.4284
C 5.0936 -3.0654 -1.6138
C 5.7386 -4.2420 -1.9613
C 5.0140 -5.4158 -2.1125
C 3.6409 -5.4088 -1.9206
C 2.9930 -4.2297 -1.5874
H -2.4715 1.2760 -7.8630
H -0.6677 2.9263 -7.5005
H 0.5231 3.0049 -5.3370
H -1.9865 -0.1198 -3.8438
H -3.1389 -0.2401 -6.0191
H 0.6643 -0.8297 -4.8479
H 2.2495 -2.6252 -3.6576
H 4.6738 -2.8910 1.0492
H 4.6123 -1.4120 3.2741
H 4.6430 2.6933 3.7286
H 5.9390 2.8538 5.8270
H 5.6204 1.1650 7.6052
H 4.0375 -0.7004 7.2587
H 2.7617 -0.8692 5.1466
H -0.0281 6.2837 1.8337
H -1.6423 7.8123 2.9054
H -3.9786 7.0912 3.2705
H -4.6968 4.8393 2.5307
H -3.0751 3.3185 1.4489
H -1.8578 5.0155 -1.1038
H -1.4444 3.7912 -3.4609
H -0.2911 4.0678 3.8640
H 1.6145 2.5176 4.9438
H 5.6542 -2.1476 -1.4858
H 6.8122 -4.2457 -2.1014
H 5.5206 -6.3353 -2.3754
H 3.0700 -6.3228 -2.0164
H 1.9225 -4.2248 -1.4241
O -2.9241 -1.4021 -2.0108
C -1.8716 -1.4133 -1.3702
O -1.1751 -0.3605 -1.1570
C -1.3533 -2.7449 -0.8829
C -1.8909 -3.8592 -1.4712
C -1.4434 -5.1443 -1.1555
C -0.4554 -5.3122 -0.2070
C 0.0997 -4.2087 0.4084
C -0.3091 -2.8535 0.0943
O 0.2811 -1.8806 0.6500
N 1.1726 -4.4702 1.3502
O 1.5232 -3.6133 2.1367
O 1.6956 -5.5830 1.3016
N -1.9836 -6.2881 -1.8407
O -1.5393 -7.3937 -1.5617
O -2.8506 -6.1034 -2.6803
H -2.6656 -3.7311 -2.2131
H -0.1131 -6.3001 0.0591
O -2.3574 -0.2779 3.2664
C -2.2551 0.2131 2.1571
O -1.2131 0.8534 1.7275
C -3.4768 0.1268 1.2414
C -3.5610 0.8192 0.0412
C -4.6861 0.6560 -0.7561
C -5.7358 -0.1552 -0.3768
C -5.6378 -0.8247 0.8268
C -4.5211 -0.6964 1.6357
N -6.7402 -1.6829 1.2511
O -7.7503 -1.6862 0.5699
O -6.5938 -2.3379 2.2651
N -4.7694 1.3434 -2.0366
O -3.8064 1.9866 -2.4014
O -5.8103 1.2531 -2.6641
H -2.7506 1.4480 -0.2918
H -6.6051 -0.2720 -1.0037
H -4.4546 -1.2162 2.5806
*
```

* lowest unoccupied orbital energy: 0.5326 eV
* HOMO: -5.326 eV

Löwdin population analysis, charges in e, atoms 1 to 5:
1 Sn 1.5745
2 C -0.0944
3 C -0.0898
4 C -0.0386
5 C -0.2026



DFT (ωB97M-V/def2-TZVPD) results for a 2-piece molecular cluster, C2N2S2 overall.

```
! wB97M-V def2-TZVPD RIJCOSX def2/J DEFGRID3
* xyz 0 1
C 0.0147 -1.8400 -1.4023
C 0.0483 1.7490 1.5033
N 0.7476 -2.6517 -1.8532
N -0.2819 1.8798 2.6095
S -1.0977 -0.7871 -0.8052
S 0.5690 1.6501 -0.0521
*
```

* lowest unoccupied orbital energy (alpha / beta): -4.8300 / -4.8311 eV
* HOMO (alpha / beta): -10.670 / -10.678 eV
* energy above the lowest of the compared OMol25 structures with the same formula, charge and spin: 221.6 kJ/mol

Löwdin population analysis, charges in e, atoms 1 to 5:
1 C -0.8172
2 C -0.8412
3 N 0.1104
4 N 0.1119
5 S 0.7185



DFT (ωB97M-V/def2-TZVPD) results for a 15-piece molecular cluster, H30O15 overall.

```
! wB97M-V def2-TZVPD RIJCOSX def2/J DEFGRID3
* xyz 0 1
O 5.6049 -13.1402 19.6292
H 6.5141 -13.4462 19.7005
H 4.9356 -13.8532 19.6599
O 5.0148 -11.9462 16.8740
H 4.9151 -12.8871 16.6943
H 4.3338 -11.8679 17.5192
O 4.1342 -9.2657 18.2164
H 4.1136 -8.7931 17.3986
H 4.9774 -9.6022 18.3850
O 4.6074 -10.8984 21.0046
H 4.6306 -11.6337 20.4196
H 4.0219 -11.0657 21.7257
O 5.9713 -14.3661 14.8624
H 6.7735 -14.2795 14.3591
H 6.2325 -14.6769 15.7159
O 2.9305 -12.5077 18.5812
H 2.6654 -12.8778 19.3929
H 2.2191 -12.7237 17.9839
O 3.8797 -15.3141 19.0783
H 3.7398 -16.2525 19.0117
H 3.6631 -15.0178 18.1714
O 6.5246 -15.0281 17.4346
H 7.4768 -15.1717 17.5197
H 5.9810 -15.0393 18.2293
O 7.6617 -11.9071 17.5067
H 6.7224 -11.8373 17.2604
H 8.1476 -11.3549 16.9298
O 3.4317 -10.2510 15.4348
H 3.3036 -9.3207 15.3689
H 4.1258 -10.4237 16.0588
O 2.8298 -12.8752 14.6895
H 2.0120 -12.5831 14.4097
H 3.1334 -12.0395 14.9620
O 2.0294 -10.2697 19.7612
H 2.8255 -9.7515 19.4779
H 2.1954 -11.0534 19.2165
O 6.1700 -9.5889 15.7676
H 6.9440 -9.0791 15.9650
H 5.8273 -9.2508 14.9348
O 5.3718 -11.6910 13.4972
H 5.1182 -10.7708 13.3812
H 4.5625 -12.1347 13.8300
O 3.0622 -14.8451 16.4823
H 3.0188 -14.1566 15.8334
H 2.7483 -15.5735 15.9318
*
```

* lowest unoccupied orbital energy: -0.0487 eV
* HOMO: -9.619 eV
* energy above the lowest of the compared OMol25 structures with the same formula, charge and spin: 175.6 kJ/mol

Löwdin population analysis, charges in e, atoms 1 to 5:
1 O -0.0583
2 H 0.0602
3 H 0.0131
4 O -0.0394
5 H 0.0454



Number 1: total energy -3860.371396 Eh. Number 2: total energy -981.972392 Eh. Number 3: total energy -1146.573175 Eh.